Molecular formula: C34H39N5OTl
Method: DFT, ωB97M-V with the def2-TZVPD basis set

The frontier orbital gap comes out at 5.23 eV. Its energy above the lowest of the compared OMol25 structures with the same formula, charge and spin is 27.2 kJ/mol. The calculation puts the LUMO energy at 0.0805 hartree. The HOMO energy is -3.043 eV. The net charge is -1.

Geometry as XYZ:
```
80
Properties=species:S:1:pos:R:3:mulliken_charge:R:1
Tl 0.837 1.110 0.978 0.992
N 1.506 -3.858 1.135 -0.418
N 2.602 -1.281 1.023 0.452
C -1.681 2.874 2.179 0.113
C -1.256 2.232 3.376 0.287
C -2.007 1.039 3.523 0.549
C -1.889 0.085 4.646 -1.628
H -0.892 0.133 5.101 0.329
H -2.058 -0.945 4.313 0.332
H -2.620 0.292 5.443 0.309
C -2.886 0.933 2.411 0.460
C -3.844 -0.158 2.138 -1.182
H -4.888 0.180 2.219 0.295
H -3.706 -0.988 2.840 0.374
H -3.706 -0.555 1.122 -0.061
C -2.670 2.056 1.570 0.800
C -3.355 2.338 0.287 -1.591
H -3.585 1.406 -0.251 0.280
H -2.720 2.952 -0.370 0.283
H -4.305 2.878 0.443 0.347
C -0.184 2.691 4.291 -1.516
H -0.568 2.770 5.318 0.350
H 0.192 3.679 4.003 0.318
H 0.674 1.998 4.320 0.199
C -1.187 4.166 1.644 -1.222
H -0.546 4.046 0.751 0.112
H -0.611 4.710 2.404 0.381
H -2.035 4.802 1.346 0.330
C 1.023 -5.083 1.258 -0.289
H 1.477 -5.860 0.637 0.366
C -0.003 -5.432 2.163 -0.473
H -0.265 -6.480 2.282 0.358
C -0.638 -4.403 2.861 -0.382
H -1.436 -4.617 3.571 0.431
C -0.232 -3.089 2.636 -0.224
H -0.729 -2.226 3.090 0.393
C 0.909 -2.824 1.811 -0.066
C 1.457 -1.484 1.808 -1.115
H 1.459 -0.955 2.766 0.671
C 2.535 -1.314 -0.344 -0.823
C 3.804 -0.616 1.363 -0.688
H 4.108 -0.515 2.393 0.504
C 4.366 -0.190 0.224 -0.642
H 5.299 0.315 0.064 0.657
N 3.495 -0.493 -0.841 0.256
C 3.376 0.196 -2.069 -0.496
C 3.494 1.593 -2.119 1.726
C 2.954 2.261 -3.227 -1.231
H 2.994 3.352 -3.264 0.154
C 2.318 1.582 -4.275 1.137
C 1.682 2.342 -5.404 -1.488
H 0.585 2.343 -5.326 0.193
H 1.935 1.896 -6.373 0.351
H 2.017 3.382 -5.404 0.377
C 2.248 0.198 -4.242 -0.995
H 1.792 -0.345 -5.074 0.379
C 2.702 -0.541 -3.109 0.971
C 2.411 -1.896 -2.982 -1.939
H 3.026 -2.539 -2.350 0.548
H 1.639 -2.345 -3.606 0.335
H 1.661 -1.677 -0.867 0.584
C 4.024 2.435 -0.996 -1.453
H 5.027 2.137 -0.673 0.334
H 3.359 2.453 -0.117 0.139
H 4.093 3.475 -1.341 0.415
N -3.643 -3.136 -1.195 -0.300
C -3.245 -2.568 -2.386 0.205
O -3.605 -3.016 -3.469 -0.662
C -2.301 -1.401 -2.304 0.651
C -2.117 -0.609 -3.449 -0.443
C -1.299 0.513 -3.384 -0.783
C -0.657 0.803 -2.172 -0.115
N -0.759 0.008 -1.095 0.442
C -1.564 -1.074 -1.151 -1.033
H -4.381 -3.821 -1.279 0.252
H -3.594 -2.630 -0.320 0.176
H -2.613 -0.885 -4.378 0.433
H -1.148 1.171 -4.237 0.287
H -0.047 1.705 -2.064 0.342
H -1.610 -1.682 -0.241 0.296
```

Molecular formula: C34H40As2O4Pb
Method: DFT, ωB97M-V with the def2-TZVPD basis set

The frontier orbital gap (spin up / spin down) comes out at 5.99 / 4.58 eV. Its energy above the lowest of the compared OMol25 structures with the same formula, charge and spin is 33.7 kJ/mol. The calculation puts the LUMO energy (spin up / spin down) at -0.4450 / -0.4846 hartree. The HOMO energy (spin up / spin down) is -18.098 / -17.767 eV. The net charge is +4.

Geometry as XYZ:
```
81
Properties=species:S:1:pos:R:3:mulliken_charge:R:1
Pb -2.333 -2.071 -0.086 1.428
C -5.485 -2.460 1.013 -0.468
C -5.181 -3.517 -0.025 -0.605
O -3.797 -3.903 0.185 -0.187
C -3.326 -5.029 -0.594 -0.626
C -1.956 -5.397 -0.046 -0.492
O -1.204 -4.187 0.262 -0.400
C -0.614 -4.144 1.585 -0.672
C -1.639 -3.739 2.610 -0.363
O -2.113 -2.411 2.258 -0.282
C -3.225 -1.971 3.090 -0.374
C -4.040 -0.966 2.309 -0.718
O -4.398 -1.495 1.013 -0.499
H -5.575 -2.904 2.003 0.337
H -6.411 -1.941 0.767 0.441
H -5.310 -3.155 -1.049 0.377
H -5.828 -4.382 0.125 0.400
H -3.300 -4.758 -1.653 0.361
H -4.009 -5.870 -0.471 0.412
H -1.397 -5.959 -0.793 0.433
H -2.043 -5.999 0.857 0.413
H 0.189 -3.407 1.523 0.128
H -0.170 -5.109 1.831 0.482
H -1.202 -3.714 3.610 0.576
H -2.493 -4.419 2.608 0.321
H -2.832 -1.517 3.999 0.443
H -3.814 -2.848 3.362 0.364
H -3.468 -0.059 2.110 0.329
H -4.935 -0.679 2.863 0.437
C 2.286 2.700 -1.072 -1.070
C 2.834 1.653 -0.121 -1.147
As 1.984 -0.128 -0.012 0.835
C 2.921 -1.000 1.368 0.583
C 3.135 -0.352 2.600 -0.497
C 3.938 -0.952 3.547 -0.719
C 4.487 -2.211 3.295 -0.449
C 4.235 -2.877 2.094 -0.796
C 3.429 -2.293 1.139 -0.350
C 2.409 -0.976 -1.680 0.734
C 3.729 -0.937 -2.134 -0.184
C 4.046 -1.543 -3.341 -0.794
C 3.061 -2.179 -4.086 -0.542
C 1.750 -2.219 -3.629 -0.612
C 1.423 -1.619 -2.422 -0.390
As 0.506 3.452 -0.769 0.406
C 0.587 4.839 0.511 0.498
C 1.177 4.594 1.759 -0.061
C 1.346 5.640 2.643 -0.720
C 0.902 6.916 2.299 -0.450
C 0.291 7.151 1.073 -0.762
C 0.111 6.114 0.175 -0.227
C -0.195 4.075 -2.409 0.610
C 0.616 4.195 -3.542 -0.284
C 0.086 4.755 -4.692 -0.738
C -1.242 5.166 -4.720 -0.482
C -2.051 5.031 -3.597 -0.613
C -1.534 4.484 -2.436 -0.476
H 2.284 2.331 -2.099 0.566
H 2.949 3.570 -1.029 0.516
H 2.978 2.025 0.892 0.674
H 3.819 1.358 -0.497 0.448
H 2.704 0.621 2.800 0.466
H 4.146 -0.448 4.481 0.464
H 5.108 -2.681 4.046 0.446
H 4.681 -3.846 1.910 0.465
H 3.244 -2.798 0.198 0.511
H 4.514 -0.462 -1.559 0.366
H 5.068 -1.523 -3.696 0.445
H 3.317 -2.646 -5.028 0.443
H 0.989 -2.713 -4.218 0.451
H 0.398 -1.644 -2.067 0.201
H 1.505 3.598 2.034 0.417
H 1.821 5.473 3.600 0.412
H 1.029 7.732 2.998 0.424
H -0.039 8.148 0.813 0.426
H -0.355 6.301 -0.783 0.407
H 1.655 3.895 -3.533 0.381
H 0.713 4.881 -5.564 0.432
H -1.648 5.600 -5.624 0.431
H -3.080 5.362 -3.626 0.431
H -2.159 4.396 -1.555 0.472
```